This record from the OMol25 dataset describes the molecule C4H10N2. The level of theory is ωB97M-V/def2-TZVPD.

Summary:
Relative energy (zero: lowest compared OMol25 entry of this formula, charge and spin) = 2.792 eV
LUMO energy = 0.0381 hartree
HOMO-LUMO gap = 9.3 eV
E_HOMO = -8.24 eV
SMILES = C=C(C)N(C)N

Structure (ORCA input):
```
! wB97M-V def2-TZVPD RIJCOSX def2/J DEFGRID3
* xyz 0 1
C 1.15488 1.37950 0.39966
C 0.68477 0.24315 -0.06143
C 1.53602 -0.85230 -0.53882
C -1.40320 -1.09658 0.41555
N -1.56729 0.96106 -0.63121
N -0.69659 -0.12378 -0.43155
H 0.54150 2.20821 0.73235
H 2.20515 1.54309 0.56252
H 1.18780 -1.08529 -1.54788
H 1.47278 -1.73360 0.20897
H 2.62134 -0.70559 -0.55355
H -0.77212 -1.84397 0.70104
H -1.87441 -0.50531 1.35263
H -2.30922 -1.37881 -0.10741
H -0.89014 1.69148 -0.80482
H -1.89128 1.29875 0.30394
*
```